{
  "formula": "C22H23ClN4O3",
  "method": "ωB97M-V/def2-TZVPD",
  "homo_energy_ev": -9.01,
  "gap_ev": 9.47,
  "total_energy_ha": -1757.14283,
  "symbols": ["N", "C", "O", "C", "C", "N", "C", "H", "C", "N", "C", "O", "C", "C", "C", "C", "C", "C", "H", "H", "N", "C", "O", "C", "C", "C", "C", "C", "C", "C", "H", "H", "H", "Cl", "H", "H", "H", "H", "C", "C", "H", "H", "H", "H", "H", "H", "H", "H", "H", "H", "H", "H", "H"],
  "coordinates": [[-5.3339, -2.6652, 1.0800], [-6.1089, -2.8252, -0.0127], [-7.0236, -3.6160, -0.0762], [-5.6862, -1.9501, -1.1890], [-5.5060, -0.4756, -0.8150], [-4.3799, -0.2582, 0.0866], [-3.0998, -0.2644, -0.6029], [-3.0127, -1.1790, -1.1908], [-1.9639, -0.2167, 0.4219], [-2.1062, 0.9546, 1.2487], [-1.2145, 1.9623, 1.3926], [-1.4119, 2.9009, 2.1405], [0.0443, 1.8642, 0.5830], [1.2514, 1.7202, 1.2518], [2.3908, 1.7159, 0.4728], [2.3503, 1.8652, -0.9293], [1.1375, 2.0298, -1.5832], [-0.0035, 2.0260, -0.8078], [-0.9646, 2.1689, -1.2798], [1.0999, 2.1606, -2.6520], [3.6455, 1.8281, -1.3926], [4.3759, 1.6747, -0.3423], [3.6946, 1.5933, 0.8290], [5.8543, 1.5305, -0.3156], [6.2021, 0.0617, -0.3862], [6.8043, -0.5764, 0.6870], [7.1007, -1.9278, 0.6008], [6.7984, -2.6551, -0.5379], [6.1885, -2.0120, -1.6023], [5.8904, -0.6636, -1.5300], [5.4080, -0.1620, -2.3553], [5.9464, -2.5710, -2.4933], [7.0356, -3.7059, -0.5882], [7.8596, -2.7136, 1.9412], [7.0467, -0.0309, 1.5860], [6.2423, 1.9692, 0.6035], [6.2643, 2.0518, -1.1812], [1.2906, 1.6235, 2.3244], [-3.3894, 1.0162, 1.9123], [-4.5080, 0.9605, 0.8729], [-5.4737, 0.9520, 1.3824], [-4.4566, 1.8597, 0.2363], [-3.4308, 1.9485, 2.4773], [-3.4817, 0.1680, 2.6005], [-0.9970, -0.2106, -0.0805], [-2.0260, -1.1072, 1.0608], [-3.0125, 0.5977, -1.2871], [-5.3954, 0.1198, -1.7358], [-6.4129, -0.1362, -0.3084], [-4.7603, -2.3599, -1.5959], [-6.4556, -2.0328, -1.9569], [-4.7146, -1.8624, 1.1099], [-5.5926, -3.1457, 1.9260]],
  "lowdin_charge": [0.1704, -0.5650, 0.0466, -0.0876, -0.1853, -0.2182, -0.1537, 0.1208, -0.1189, -0.0452, -0.4239, 0.0790, -0.1483, 0.0796, -0.1742, -0.2054, 0.0100, -0.0376, 0.1139, 0.1151, 0.2022, -0.3202, 0.1440, -0.0446, -0.2154, -0.0602, -0.6674, -0.1091, -0.0683, -0.0356, 0.1141, 0.1070, 0.1037, 0.6739, 0.1125, 0.1279, 0.1351, 0.1359, -0.1123, -0.1550, 0.1263, 0.1352, 0.1246, 0.1317, 0.1208, 0.1330, 0.1264, 0.1259, 0.1272, 0.1100, 0.1208, 0.0675, 0.1105]
}

***

{
  "formula": "C4H11NO",
  "method": "ωB97M-V/def2-TZVPD",
  "homo_energy_ev": -7.88,
  "gap_ev": 8.82,
  "total_energy_ha": -288.96661,
  "symbols": ["C", "C", "C", "C", "N", "H", "H", "H", "H", "H", "H", "H", "H", "H", "H", "H", "O"],
  "coordinates": [[-1.9188, 0.4163, -1.3602], [-0.3805, 0.4511, -1.1398], [0.1334, -0.6827, -0.2785], [-0.0521, -0.6844, 1.0334], [0.4560, -1.6036, 1.9661], [-2.3784, -0.0900, -0.5233], [-2.1264, -0.1581, -2.2600], [-2.3088, 1.4060, -1.5928], [0.0895, 0.4044, -2.1150], [-0.0720, 1.4017, -0.7091], [0.7809, -1.3872, -0.7875], [-0.6658, 0.1014, 1.4624], [-0.0971, -1.6061, 2.8143], [0.4986, -2.5479, 1.5964], [2.8643, 0.9135, 1.0734], [2.7209, 2.2930, 0.4966], [2.4563, 1.3727, 0.3238]],
  "lowdin_charge": [-0.1052, -0.2687, -0.1547, -0.2475, 0.0231, 0.0560, 0.0599, 0.0622, 0.0927, 0.0867, 0.1005, 0.1190, 0.0697, 0.0805, 0.0429, 0.0442, -0.0613]
}

***

{
  "formula": "C7H15NO2",
  "method": "ωB97M-V/def2-TZVPD",
  "homo_energy_ev": -9.13,
  "gap_ev": 10.04,
  "total_energy_ha": -480.89525,
  "symbols": ["C", "C", "N", "C", "O", "H", "H", "H", "H", "H", "H", "H", "C", "C", "C", "C", "O", "H", "H", "H", "H", "H", "H", "H", "H"],
  "coordinates": [[-0.9504, -0.9461, 0.7066], [-0.2012, -2.1115, 1.3572], [-2.1671, -0.7104, 1.4627], [-1.3630, 1.8578, -0.2219], [-2.1961, 1.2845, -0.8538], [-1.2569, -1.2358, -0.3005], [-1.9486, -0.3161, 2.3744], [-2.7783, -0.0539, 0.9912], [-1.1973, 2.9421, -0.2099], [-0.8898, -2.9533, 1.4575], [0.1438, -1.8330, 2.3590], [0.6612, -2.4199, 0.7621], [0.6465, 0.5652, -1.0472], [1.2359, -0.7743, -1.4748], [1.7487, 1.6100, -0.8992], [-0.0181, 0.2957, 0.6055], [-0.6311, 1.4709, 0.9932], [-0.0258, 0.8621, -1.8564], [0.9111, 0.1876, 1.1734], [2.5122, 1.2634, -0.2076], [1.9010, -1.1800, -0.7205], [1.8042, -0.6400, -2.3973], [0.4620, -1.5207, -1.6761], [1.3696, 2.5592, -0.5170], [2.2274, 1.7965, -1.8607]],
  "lowdin_charge": [-0.4166, -0.0616, 0.0492, -0.2647, 0.1163, 0.1297, 0.0826, 0.0601, 0.1515, 0.0787, 0.0822, 0.0638, -0.3189, -0.0936, -0.0866, -0.2397, -0.0547, 0.1179, 0.1408, 0.0802, 0.0732, 0.0799, 0.0777, 0.0723, 0.0802]
}

***

{
  "formula": "BrH6LiO3",
  "method": "ωB97M-V/def2-TZVPD",
  "homo_energy_ev": -7.61,
  "gap_ev": 7.17,
  "total_energy_ha": -2810.93977,
  "symbols": ["Li", "Br", "O", "H", "H", "O", "H", "H", "O", "H", "H"],
  "coordinates": [[-17.9466, 28.8739, -28.8624], [-19.2862, 30.7493, -28.1240], [-18.9215, 27.1132, -28.9883], [-18.9295, 26.3946, -28.3006], [-18.9320, 26.5745, -29.8538], [-15.9669, 28.0724, -28.1967], [-15.4900, 28.0551, -27.3793], [-15.5623, 27.5137, -28.7603], [-17.1488, 29.0010, -30.9391], [-16.4312, 29.5176, -31.0841], [-17.5982, 29.5138, -31.6103]],
  "lowdin_charge": [0.4789, -0.5511, -0.1614, 0.0811, 0.1016, -0.0138, 0.0587, -0.0149, -0.0437, -0.0052, 0.0699]
}

***

Calculated energy relative to the best compared isomer or geometry (same formula, charge and spin) (eV), listed in the same order as above: 0.000, 1.372, 2.455, 0.920